1.
# C50H63N5OPd

A structure of composition C50H63N5OPd at a distorted geometry (the ωB97M-V functional and the def2-TZVPD basis, the OMol25 dataset).

Its total charge is -2. The multiplicity is 3. As for the orbital gap (alpha / beta): 0.1715 / 0.1605 hartree. Its total energy is -65850.1537 eV. As for the HOMO energy (alpha / beta): -0.0106 / 0.0004 hartree.

Each line ends with the Mulliken charge.
Element x y z (Å)
1 Pd 0.47060 1.34817 0.44283  0.1128
2 C 3.10086 -0.17812 1.81745  -1.0627
3 C 3.92421 0.61357 0.79549  0.2332
4 C 3.43740 2.05887 0.62887  -0.4179
5 C 3.98575 -0.03768 -0.56965  0.6546
6 C 5.26779 -0.28072 -1.05219  -0.6016
7 C 5.50984 -0.81196 -2.30595  -1.6662
8 C 4.42426 -1.05027 -3.12437  0.0708
9 C 3.12249 -0.81708 -2.69936  1.0237
10 C 2.04044 -0.96589 -3.74754  2.1967
11 C 2.26884 0.06350 -4.86270  -1.7945
12 C 1.97112 -2.38505 -4.32525  -1.6421
13 C 2.85046 -0.36184 -1.37312  -1.3914
14 N 1.51326 -0.19527 -0.95114  0.6498
15 C 0.73187 -1.28881 -0.95254  0.3136
16 C -0.72404 -1.39696 -1.11232  -0.6621
17 N -1.59716 -0.41397 -1.10241  1.3366
18 C -2.91393 -0.48994 -1.56608  -0.8495
19 C -3.21785 -0.28297 -2.95155  0.6413
20 C -4.53990 -0.29304 -3.38799  -0.8672
21 C -5.60400 -0.49058 -2.52887  -1.4016
22 C -5.32426 -0.64970 -1.18559  -0.9828
23 C -4.02668 -0.64232 -0.67984  0.8443
24 C -3.93860 -0.80524 0.83661  0.5340
25 C -3.35929 -2.15631 1.26665  -1.1909
26 C -3.18462 0.33577 1.50622  -0.9160
27 C -2.19807 -0.04936 -4.05800  0.5289
28 C -1.21168 1.09384 -3.78405  -1.5741
29 C -1.50149 -1.35339 -4.44713  -1.0518
30 C -1.03039 -2.83781 -1.28201  0.4834
31 C -2.16947 -3.55273 -1.56257  0.3504
32 C -2.10110 -4.96757 -1.58194  -1.0838
33 C -0.94330 -5.66292 -1.34124  -1.0458
34 C 0.26023 -4.95292 -1.09178  1.2708
35 C 1.54954 -5.49254 -0.84257  -0.9658
36 C 2.60808 -4.64524 -0.63266  -1.1906
37 C 2.48685 -3.23267 -0.66002  -0.2839
38 C 1.24966 -2.67719 -0.89245  0.6952
39 C 0.16531 -3.56341 -1.09070  -1.2247
40 H 3.30893 0.18093 2.82981  0.6229
41 H 3.33480 -1.24802 1.76708  0.3685
42 H 2.03637 -0.04665 1.64161  -0.4174
43 H 4.95088 0.64603 1.17427  0.6003
44 H 2.39663 2.05465 0.27238  -0.6749
45 H 4.04786 2.59194 -0.10655  0.4558
46 H 3.47642 2.59322 1.58151  0.3541
47 H 6.11066 -0.05484 -0.40638  0.3312
48 H 6.52150 -1.00491 -2.64555  0.3064
49 H 4.59181 -1.42003 -4.13154  0.3366
50 H 1.08874 -0.73804 -3.28667  -1.2862
51 H 3.21802 -0.12046 -5.37552  0.3573
52 H 2.29730 1.07150 -4.44279  0.4109
53 H 1.46848 0.01852 -5.60697  0.3925
54 H 2.83981 -2.59197 -4.95982  0.4668
55 H 1.07260 -2.50866 -4.93427  0.3508
56 H 1.94620 -3.12757 -3.52542  0.1948
57 H -4.73495 -0.14691 -4.44620  0.3425
58 H -6.62385 -0.50016 -2.89688  0.3298
59 H -6.14705 -0.78547 -0.49075  0.3527
60 H -4.97227 -0.76981 1.19517  0.6215
61 H -2.29815 -2.21696 1.02429  -0.0719
62 H -3.87509 -2.98223 0.76904  0.3125
63 H -3.47043 -2.27890 2.34720  0.5622
64 H -2.14838 0.35738 1.18986  -0.2953
65 H -3.18431 0.21847 2.59383  0.3949
66 H -3.65124 1.29637 1.26915  0.2956
67 H -2.78268 0.24988 -4.93364  0.6147
68 H -0.55172 0.88022 -2.94455  -0.1445
69 H -1.75591 2.01205 -3.55449  0.4479
70 H -0.59896 1.27426 -4.67308  0.4418
71 H -0.87593 -1.72367 -3.64212  -0.0767
72 H -0.87915 -1.19956 -5.33170  0.5357
73 H -2.24168 -2.12708 -4.67544  0.4112
74 H -3.10902 -3.05447 -1.76260  0.6341
75 H -3.00930 -5.52487 -1.78515  0.4259
76 H -0.94856 -6.74807 -1.34381  0.3669
77 H 1.69667 -6.56739 -0.81238  0.3668
78 H 3.58550 -5.07292 -0.43830  0.4048
79 H 3.36255 -2.61859 -0.49453  0.5534
80 C -1.03784 -1.52818 4.51889  -1.3703
81 C 0.31266 -0.95486 4.07249  1.7879
82 C 1.43401 -1.95208 4.37520  -1.8110
83 C 0.53985 0.40838 4.70276  -0.0686
84 C 0.76997 0.52246 6.05745  0.1235
85 C 0.89441 1.75824 6.69626  -1.4001
86 C 0.73688 2.90728 5.91628  -0.6909
87 C 0.49371 2.87408 4.55679  0.7157
88 C 0.29111 4.19073 3.82034  0.3737
89 C 1.36293 4.42191 2.74664  -1.0844
90 C -1.10577 4.26810 3.18535  -1.3208
91 C 0.41203 1.59042 3.85315  -0.5107
92 N 0.17937 1.47176 2.57528  0.0412
93 H -1.24950 -2.48413 4.02445  0.4183
94 H -1.83692 -0.82734 4.26875  0.2146
95 H -1.04848 -1.68475 5.60281  0.3318
96 H 0.26844 -0.80619 2.99163  -0.7612
97 H 1.44688 -2.23182 5.43425  0.3778
98 H 2.40455 -1.51775 4.13077  0.3758
99 H 1.30793 -2.86444 3.78190  0.3906
100 H 0.85234 -0.38496 6.65415  0.2503
101 H 1.08428 1.82542 7.76117  0.3367
102 H 0.80254 3.88026 6.40130  0.2730
103 H 0.36910 4.99135 4.56591  0.5042
104 H 1.29399 3.64317 1.98801  -0.2173
105 H 2.36236 4.38797 3.19044  0.3530
106 H 1.23144 5.39446 2.25587  0.4159
107 H -1.18121 3.50733 2.40873  -0.0122
108 H -1.28004 5.25554 2.73760  0.4137
109 H -1.88194 4.08340 3.93405  0.3626
110 C -2.69644 5.64381 -0.82978  -0.8607
111 N -1.38449 5.30670 -1.34720  -0.2214
112 C -0.71029 4.15633 -0.92690  0.4274
113 N -1.47224 3.15657 -0.44140  1.0456
114 O 0.51359 4.10880 -1.03567  -0.6693
115 H -2.97788 6.63228 -1.19216  0.3503
116 H -2.73822 5.65147 0.26569  0.2241
117 H -3.44157 4.93203 -1.19355  0.2301
118 H -0.73640 6.07021 -1.42925  0.2867
119 H -2.47600 3.16393 -0.49739  0.1867
120 H -0.95534 2.23262 -0.13771  -0.8823

2.
# C7H11FN2O

An isolated molecule of C7H11FN2O at a distorted geometry (the ωB97M-V functional and the def2-TZVPD basis, the OMol25 dataset).

Its total charge is 0. The calculation puts the energy relative to the best compared isomer or geometry (same formula, charge and spin) at 55.0 kcal per mole. The SMILES is CO\C(=C/C=C\C=C\F)NN. As for the orbital gap: 0.3190 hartree. Its total energy is -15178.1782 eV. As for the HOMO energy: -0.2855 hartree.

Each line ends with the Mulliken charge.
Element x y z (Å)
1 C -0.89340 0.89724 1.78228  -0.2086
2 C 0.33445 1.27951 1.54828  -0.4648
3 C -1.95379 0.38817 0.90438  -0.6256
4 C 0.98287 1.19064 0.21365  -0.4244
5 C -2.28464 0.82329 -0.32348  -0.0092
6 C 1.04318 0.10985 -0.59421  0.5590
7 C 0.49009 -1.69509 0.94644  -0.7551
8 N 1.28696 -0.92517 -2.76729  -0.7450
9 N 1.48402 0.17224 -1.92766  -0.1608
10 O 0.71189 -1.25342 -0.35555  -0.3841
11 F -3.42214 0.30448 -0.87873  -0.2643
12 H -1.30105 1.11121 2.72846  0.3958
13 H 1.00449 1.40638 2.40953  0.3288
14 H -2.60885 -0.29720 1.39525  0.4424
15 H 1.41128 2.14431 -0.16494  0.2637
16 H -1.75402 1.67534 -0.89166  0.3152
17 H 1.15056 -1.09457 1.61418  0.3662
18 H 0.90504 -2.73057 0.83473  0.2521
19 H -0.58689 -1.63542 1.01861  0.2419
20 H 2.15234 -1.39190 -2.69604  0.2725
21 H 0.57801 -1.62223 -2.50378  0.3358
22 H 1.26960 1.14290 -2.29246  0.2684

3.
# C5H8Cl3NO

An isolated molecule of C5H8Cl3NO at a distorted geometry (the ωB97M-V functional and the def2-TZVPD basis, the OMol25 dataset).

Its total charge is 0. The multiplicity is 3. As for the orbital gap (alpha / beta): 0.2634 / 0.3127 hartree. Its total energy is -46413.0271 eV. As for the HOMO energy (alpha / beta): -0.2388 / -0.3775 hartree.

Each line ends with the Mulliken charge.
Element x y z (Å)
1 C -0.98444 -0.08650 -0.31746  -0.1750
2 C 1.06733 -0.84065 0.99783  -0.9980
3 C 0.19390 -1.02404 -0.21608  -0.5127
4 C -1.06671 2.17736 -0.69337  0.0133
5 C -3.16513 1.41902 1.16927  0.0522
6 N -0.43466 1.16280 -0.28850  -0.3526
7 O -0.58348 3.44078 -0.74799  -0.4481
8 Cl -4.69485 0.75951 1.54221  -0.1223
9 Cl -2.12340 -0.37327 1.02325  -0.1172
10 Cl -2.38250 2.10554 2.64017  -0.1191
11 H -1.66647 -0.08607 -1.15456  0.5344
12 H 1.60914 -1.77891 1.28574  0.3150
13 H 0.49855 -0.37105 1.90801  0.2271
14 H 1.80470 -0.12334 0.82181  0.3114
15 H -0.06583 -2.17211 -0.26224  0.3080
16 H 0.90946 -0.95197 -1.04792  0.3107
17 H -2.08180 1.93250 -1.02118  0.4082
18 H 0.35154 3.30836 -0.49065  0.3645

4.
# C5H6N2NiO4

A structure of composition C5H6N2NiO4 at a distorted geometry (the ωB97M-V functional and the def2-TZVPD basis, the OMol25 dataset).

Its total charge is +2. The multiplicity is 3. As for the orbital gap (alpha / beta): 0.3007 / 0.2018 hartree. Its total energy is -57476.2703 eV. As for the HOMO energy (alpha / beta): -0.6612 / -0.6569 hartree.

Each line ends with the Mulliken charge.
Element x y z (Å)
1 O -0.25560 3.51883 -2.59513  -0.0395
2 C -0.27186 2.37383 -2.40055  0.3991
3 Ni -0.26839 0.71969 -1.71863  0.2004
4 C 1.26265 -0.00839 -2.30821  0.4818
5 C -1.79954 0.01102 -2.35495  0.4327
6 O 2.16956 -0.66550 -2.61296  -0.0398
7 O -2.69564 -0.66514 -2.62075  -0.0165
8 C -0.60435 -1.81817 2.12481  -0.7849
9 N 0.26268 -0.67228 2.00634  -0.1812
10 C 0.31535 0.01648 0.86729  1.0505
11 N 1.11537 1.12470 0.83600  -0.2445
12 O -0.31587 -0.40061 -0.16178  -0.6395
13 H -1.09432 -2.02299 1.17233  0.2773
14 H -1.34573 -1.65183 2.90360  0.3288
15 H -0.01838 -2.68315 2.41901  0.3272
16 H 0.78247 -0.32298 2.80435  0.2273
17 H 1.14885 1.67036 -0.01247  0.0045
18 H 1.61274 1.47614 1.65169  0.2162

5.
# C5H8N2

An isolated molecule of C5H8N2 at a distorted geometry (the ωB97M-V functional and the def2-TZVPD basis, the OMol25 dataset).

Its total charge is 0. The calculation puts the energy relative to the best compared isomer or geometry (same formula, charge and spin) at 31.7 kcal per mole. The SMILES is N#C[C@H](N)C1CC1. As for the orbital gap: 0.4157 hartree. Its total energy is -8293.6218 eV. As for the HOMO energy: -0.3799 hartree.

Each line ends with the Mulliken charge.
Element x y z (Å)
1 N 2.09442 -0.47787 -0.43523  -0.6770
2 C 0.89755 -0.22316 0.35827  0.2165
3 C 0.98183 1.05891 1.10720  0.1414
4 N 1.08376 2.07096 1.66076  -0.4393
5 C -0.34439 -0.25943 -0.54284  -0.2361
6 C -1.53237 0.63481 -0.31859  -0.5980
7 C -1.63824 -0.83415 -0.04291  -0.6626
8 H 2.91304 -0.49180 0.16591  0.2651
9 H 2.23418 0.27668 -1.10265  0.2783
10 H 0.82665 -1.02876 1.09940  0.2774
11 H -0.08434 -0.47564 -1.57645  0.4007
12 H -1.50208 1.31003 0.53280  0.2550
13 H -2.03471 1.04126 -1.19157  0.2619
14 H -2.21754 -1.46121 -0.71342  0.2764
15 H -1.67777 -1.14063 0.99934  0.2402

6.
# C18H46N6O7P

A cluster of 5 separate species, C18H46N6O7P in total (the ωB97M-V functional and the def2-TZVPD basis, the OMol25 dataset).

Its total charge is +1. As for the orbital gap: 0.2795 hartree. Its total energy is -51969.7345 eV. As for the HOMO energy: -0.3816 hartree.

Each line ends with the Mulliken charge.
Element x y z (Å)
1 C 3.96363 -0.44966 0.89139  -1.1428
2 C 2.54297 -0.26222 1.36725  0.0789
3 O 1.65215 -1.31109 0.88921  -0.3741
4 P 1.15228 -1.39568 -0.60848  0.7435
5 O 1.69400 -2.50006 -1.39425  -0.6804
6 C -0.65329 -1.62675 -0.41875  -0.8333
7 C -1.22555 -1.45619 0.98743  -0.6432
8 N -2.50301 -0.65473 1.01695  0.0120
9 N -2.49711 0.65324 0.47461  -0.3249
10 O 1.43811 0.01119 -1.27558  -0.3092
11 C 0.61719 1.16836 -1.01752  -0.0367
12 C 1.46166 2.40884 -1.18176  -1.2224
13 H 4.23997 -1.50206 0.86861  0.3516
14 H 4.60484 0.07367 1.59969  0.3701
15 H 4.13166 -0.01080 -0.09222  0.2062
16 H 2.49192 -0.31541 2.45187  0.4805
17 H 2.15759 0.71365 1.08086  -0.0646
18 H -0.77155 -2.66489 -0.72738  0.4190
19 H -1.19023 -1.01921 -1.15040  0.5205
20 H -0.53361 -0.99676 1.68927  0.4502
21 H -1.49749 -2.43067 1.39391  0.3545
22 H -3.25765 -1.17886 0.57284  0.4221
23 H -2.75562 -0.54365 2.00294  0.3740
24 H -1.69490 1.14598 0.85455  0.0391
25 H -2.58772 0.66451 -0.54090  0.2960
26 H -0.21149 1.15726 -1.72700  0.4515
27 H 0.24052 1.12169 0.00849  0.1515
28 H 2.36110 2.34231 -0.57144  0.1294
29 H 1.71660 2.58023 -2.22510  0.3645
30 H 0.89163 3.27028 -0.82965  0.3999
31 C -2.62569 2.11239 3.05082  0.2955
32 O -1.51950 1.59475 2.88768  -0.7648
33 N -2.95600 2.94201 4.03414  0.1263
34 C -4.29112 3.49790 4.16042  -0.8897
35 C -1.93760 3.30844 5.01369  -0.9353
36 H -3.46017 1.87594 2.37095  0.1969
37 H -4.25786 4.58607 4.10540  0.3423
38 H -4.73610 3.20837 5.11263  0.3418
39 H -4.91836 3.12737 3.35206  0.3140
40 H -1.09498 3.79331 4.52284  0.3094
41 H -1.56750 2.42157 5.52624  0.3023
42 H -2.37563 3.98935 5.73792  0.3816
43 C 5.45207 2.67503 1.10637  0.4612
44 O 4.82921 2.52028 2.14332  -0.6640
45 N 6.59204 3.37080 0.98772  0.0635
46 C 7.28254 3.51284 -0.27792  -0.9058
47 C 7.14678 3.99780 2.17793  -0.9445
48 H 5.11079 2.24484 0.14804  0.0264
49 H 8.28857 3.09469 -0.21901  0.3447
50 H 7.35844 4.56374 -0.56169  0.3407
51 H 6.73201 2.98237 -1.05278  0.3022
52 H 7.36404 3.24885 2.93908  0.2937
53 H 6.43868 4.71034 2.60032  0.3020
54 H 8.06373 4.51552 1.90826  0.3859
55 C -5.10457 0.68688 -1.71476  0.2424
56 O -3.96676 1.10806 -1.90143  -0.7339
57 N -5.98250 0.43855 -2.68453  0.0899
58 C -7.32494 -0.04439 -2.41349  -0.9107
59 C -5.57869 0.67099 -4.06666  -0.9237
60 H -5.50097 0.49191 -0.70271  0.2370
61 H -7.48752 -1.00976 -2.89328  0.3544
62 H -8.06709 0.66156 -2.78643  0.3418
63 H -7.46269 -0.15843 -1.33993  0.3028
64 H -4.71899 0.05243 -4.32116  0.2929
65 H -5.30114 1.71412 -4.21085  0.2969
66 H -6.40989 0.42266 -4.72054  0.3852
67 C -0.15333 -7.19812 -3.49140  0.1320
68 O -0.62295 -8.30831 -3.33645  -0.5892
69 N 0.88344 -6.70158 -2.78967  0.1518
70 C 1.39243 -5.36090 -3.00211  -0.9939
71 C 1.50191 -7.54743 -1.78431  -0.9421
72 H -0.54890 -6.48512 -4.23632  0.2604
73 H 2.43836 -5.38627 -3.31418  0.3100
74 H 1.32221 -4.76409 -2.09376  0.4327
75 H 0.81215 -4.87255 -3.78341  0.2881
76 H 1.89436 -8.45873 -2.23582  0.3034
77 H 0.77468 -7.84073 -1.02626  0.2911
78 H 2.31434 -6.99787 -1.31432  0.3715